(1)
Density functional theory data (ωB97M-V with the def2-TZVPD basis set) for C5H11NOS in the gas phase.

HOMO level   -8.0 eV
LUMO energy   0.59 eV
ΔE to the lowest compared entry with this formula, charge and spin   32.7 kcal per mole
Structure (SMILES)   CCNCCC(O)=S
M   133.22 g/mol
HOMO-LUMO gap   0.3167 Ha

```
19
Properties=species:S:1:pos:R:3:mulliken_charge:R:1
C -2.08 1.48 0.45 -1.049
C -0.86 1.51 -0.47 -0.532
C -0.16 -0.82 0.16 -0.668
C 1.10 -1.68 0.45 -0.575
C 2.21 -1.43 -0.59 0.257
H -1.89 1.70 1.49 0.320
H -2.89 2.15 0.08 0.353
H -2.51 0.48 0.43 0.292
H -0.45 2.52 -0.73 0.369
H -1.19 1.04 -1.39 0.299
H 0.49 1.06 0.86 0.243
H -0.62 -1.01 -0.80 0.409
H -0.90 -1.05 0.91 0.355
H 0.81 -2.74 0.55 0.384
H 1.49 -1.33 1.45 0.273
H 1.61 0.37 -0.81 0.609
N 0.25 0.63 0.00 -0.433
O 2.44 -0.20 -0.99 -0.563
S 3.14 -2.68 -1.06 -0.344
```

---

(2)
Density functional theory data (ωB97M-V with the def2-TZVPD basis set) for C8H12FN in the gas phase.

HOMO level   -8.7 eV
LUMO energy   0.66 eV
ΔE to the lowest compared entry with this formula, charge and spin   55.8 kcal per mole
Structure (SMILES)   CC(C)/N=C/C=C\C=C\F
M   141.19 g/mol
HOMO-LUMO gap   0.3438 Ha

```
22
Properties=species:S:1:pos:R:3:mulliken_charge:R:1
C -2.51 1.43 -0.16 -0.172
C -1.30 2.07 -0.08 -0.697
C -2.86 0.06 -0.32 -0.522
C -0.05 1.37 -0.13 0.402
C -2.12 -0.83 0.33 -0.136
C 1.52 -1.27 -0.93 -1.098
C 2.40 -0.77 1.27 -1.549
C 1.75 -0.15 0.01 0.028
N 0.39 0.33 0.35 -0.349
F -2.44 -2.13 0.42 -0.269
H -3.36 2.20 -0.40 0.186
H -1.30 3.13 -0.19 0.354
H -3.74 -0.16 -0.89 0.399
H 0.57 2.01 -0.88 0.155
H -1.32 -0.63 0.98 0.537
H 0.97 -2.12 -0.45 0.316
H 0.69 -0.92 -1.68 0.264
H 2.40 -1.54 -1.52 0.356
H 3.35 -1.10 0.96 0.451
H 1.91 -1.63 1.62 0.348
H 2.66 0.04 1.92 0.405
H 2.35 0.64 -0.23 0.593
```

---

(3)
Density functional theory data (ωB97M-V with the def2-TZVPD basis set) for a molecular structure, C27H31N4SbTi.

HOMO level   -21.1 eV
LUMO energy   -13.36 eV
Charge   +4
ΔE to the lowest compared entry with this formula, charge and spin   6.6 kcal per mole
M   581.20 g/mol
HOMO-LUMO gap   0.2857 Ha

```
64
Properties=species:S:1:pos:R:3:mulliken_charge:R:1
Ti 0.77 0.03 -0.58 -0.229
C 0.47 2.35 -3.29 -1.244
C 1.75 1.60 -3.11 0.935
C 2.77 1.71 -4.04 -0.880
C 3.98 1.09 -3.83 -0.523
C 4.20 0.37 -2.65 -0.765
C 3.17 0.24 -1.75 -0.079
N 1.95 0.81 -2.01 0.739
Sb 3.77 -0.73 0.11 0.941
C 2.58 0.60 1.36 -0.215
C 3.15 1.03 2.53 -0.754
C 2.61 2.14 3.19 -0.520
C 1.56 2.83 2.61 -0.851
C 0.99 2.39 1.43 0.855
C -0.06 3.21 0.74 -1.142
N 1.47 1.24 0.86 0.983
C 2.28 -2.27 -0.01 0.117
C 2.71 -3.54 0.28 -0.901
C 1.85 -4.62 0.06 -0.608
C 0.60 -4.37 -0.46 -0.793
C 0.17 -3.08 -0.73 0.940
C -1.18 -2.89 -1.34 -1.143
N 1.01 -2.03 -0.48 0.786
H 0.71 3.38 -3.54 0.542
H -0.16 2.36 -2.41 0.067
H -0.10 1.95 -4.13 0.373
H 2.61 2.32 -4.92 0.561
H 4.78 1.18 -4.56 0.476
H 5.17 -0.06 -2.45 0.490
H 4.04 0.55 2.92 0.511
H 3.05 2.50 4.11 0.499
H 1.18 3.74 3.06 0.567
H -0.78 3.59 1.46 0.463
H -0.59 2.67 -0.04 -0.084
H 0.43 4.07 0.29 0.416
H 3.72 -3.71 0.65 0.483
H 2.18 -5.63 0.28 0.486
H -0.07 -5.19 -0.67 0.488
H -1.69 -3.85 -1.40 0.521
H -1.10 -2.51 -2.36 0.319
H -1.81 -2.21 -0.77 -0.001
C -3.12 -0.16 4.15 -0.802
N -3.09 -0.46 2.67 0.035
C -2.81 -1.91 2.42 -0.751
C -2.14 0.47 1.95 -1.367
C -2.28 0.41 0.44 1.387
C -3.54 0.60 -0.09 -0.720
C -3.78 0.57 -1.47 -1.115
C -2.75 0.36 -2.36 -1.126
C -1.47 0.22 -1.84 -1.060
C -1.21 0.27 -0.48 0.719
H -3.86 -0.80 4.61 0.396
H -3.38 0.89 4.28 0.357
H -2.13 -0.37 4.56 0.389
H -4.03 -0.26 2.31 0.461
H -1.79 -2.11 2.72 0.357
H -2.97 -2.12 1.36 0.261
H -3.51 -2.49 3.02 0.431
H -1.14 0.23 2.31 0.361
H -2.39 1.47 2.31 0.480
H -4.38 0.81 0.56 0.504
H -4.79 0.71 -1.84 0.495
H -2.92 0.31 -3.43 0.576
H -0.66 0.07 -2.57 0.902
```

---

(4)
Density functional theory data (ωB97M-V with the def2-TZVPD basis set) for 2 unconnected molecules or ions with the total composition C3H9INOS.

HOMO level (alpha / beta)   -12.0 / -12.3 eV
LUMO energy (alpha / beta)   -7.86 / -7.75 eV
Charge   +1
ΔE to the lowest compared entry with this formula, charge and spin   72.2 kcal per mole
M   234.08 g/mol
HOMO-LUMO gap (alpha / beta)   0.1532 / 0.1662 Ha

```
16
Properties=species:S:1:pos:R:3:mulliken_charge:R:1
C 1.85 1.14 0.69 -0.919
C 1.22 -1.21 0.20 -0.933
C -0.41 0.55 -0.24 -0.347
N 0.84 0.21 0.27 0.026
O -1.38 -0.05 0.45 -0.310
S -3.17 -0.95 -0.82 0.200
I -5.18 0.10 -0.06 0.390
H 1.26 1.91 1.28 0.332
H 2.51 0.54 1.38 0.370
H 2.31 1.63 -0.21 0.267
H 0.50 -1.54 -0.54 0.343
H 2.25 -1.41 -0.17 0.392
H 1.16 -1.68 1.21 0.288
H -0.57 1.69 -0.22 0.314
H -0.48 0.24 -1.30 0.330
H -1.27 -0.17 1.36 0.258
```

---

(5)
Density functional theory data (ωB97M-V with the def2-TZVPD basis set) for a molecular structure, C34H40InN6O6PS.

HOMO level   -7.4 eV
LUMO energy   -0.44 eV
ΔE to the lowest compared entry with this formula, charge and spin   4.4 kcal per mole
M   806.59 g/mol
HOMO-LUMO gap   0.2542 Ha

```
89
Properties=species:S:1:pos:R:3:mulliken_charge:R:1
In -0.12 -1.29 -0.14 2.414
O -1.61 -2.84 0.18 -0.774
C -2.64 -3.17 -0.53 0.734
C -3.67 -3.93 0.10 -0.607
C -4.79 -4.33 -0.59 -0.485
C -4.96 -4.02 -1.94 -0.754
C -3.97 -3.31 -2.58 -0.847
C -2.81 -2.87 -1.91 0.719
C -1.82 -2.20 -2.70 -0.627
N -0.78 -1.56 -2.27 0.476
N 0.05 -1.07 -3.23 -1.089
C 1.25 -0.81 -2.78 -0.369
O 1.66 -0.99 -1.57 -0.702
C 2.21 -0.30 -3.79 0.662
C 1.79 0.54 -4.82 -0.198
C 2.70 1.02 -5.75 -0.783
C 4.03 0.64 -5.68 -0.494
C 4.45 -0.22 -4.67 -0.728
C 3.55 -0.68 -3.73 -0.052
H -3.53 -4.17 1.14 0.473
H -5.55 -4.91 -0.08 0.404
H -5.84 -4.33 -2.48 0.411
H -4.08 -3.06 -3.63 0.380
H -1.92 -2.26 -3.78 0.433
H 0.75 0.82 -4.87 0.420
H 2.37 1.68 -6.54 0.402
H 4.75 1.01 -6.40 0.411
H 5.49 -0.53 -4.62 0.425
H 3.87 -1.35 -2.94 0.293
N 2.57 -1.87 3.39 -0.272
C 1.55 -1.71 2.52 0.100
S 1.47 -2.79 1.19 -0.486
N 0.66 -0.81 2.87 -1.596
N -0.35 -0.58 2.03 1.526
C -1.44 -0.06 2.48 0.747
C -1.61 0.26 3.92 -0.798
C -0.80 1.23 4.51 0.035
C -0.96 1.54 5.85 -0.873
C -1.91 0.90 6.61 -0.501
C -2.71 -0.08 6.03 -0.800
C -2.56 -0.40 4.69 -0.261
C -2.54 0.14 1.52 -0.131
C -3.81 0.54 1.93 -0.598
C -4.82 0.62 1.00 -1.104
C -4.55 0.31 -0.32 -1.203
C -3.25 -0.04 -0.65 -0.537
N -2.27 -0.12 0.24 1.249
H 3.34 -2.46 3.13 0.262
H 2.71 -1.13 4.05 0.241
H -0.05 1.73 3.91 0.450
H -0.32 2.30 6.30 0.428
H -2.04 1.14 7.66 0.397
H -3.45 -0.61 6.62 0.397
H -3.15 -1.19 4.25 0.532
H -3.99 0.79 2.97 0.679
H -5.82 0.92 1.30 0.463
H -5.31 0.35 -1.08 0.493
H -2.99 -0.27 -1.67 0.579
C -1.19 3.30 0.82 -1.712
C 0.08 2.46 0.69 -0.127
O 0.06 1.57 -0.41 1.219
C 0.23 2.17 -1.69 0.165
C -1.08 2.41 -2.43 -1.348
H -1.28 3.69 1.83 0.434
H -2.06 2.68 0.60 0.220
H -1.19 4.14 0.13 0.406
H 0.21 1.82 1.56 -0.255
H 0.96 3.11 0.62 0.692
H 0.83 1.47 -2.27 -0.752
H 0.81 3.10 -1.58 0.502
H -1.71 1.53 -2.33 -0.001
H -0.87 2.57 -3.48 0.458
H -1.62 3.27 -2.04 0.375
C 4.51 -1.58 -0.16 -0.501
O 4.30 -0.25 0.29 -0.329
P 2.83 0.44 0.53 0.628
O 3.04 0.98 2.06 -0.068
C 4.26 1.56 2.50 -0.975
O 3.19 1.88 -0.19 -0.476
C 3.82 2.00 -1.45 -0.582
H 5.33 -1.56 -0.88 0.261
H 3.62 -1.99 -0.62 0.107
H 4.80 -2.22 0.68 0.241
H 4.26 1.51 3.59 0.219
H 4.34 2.60 2.19 0.244
H 5.12 1.01 2.11 0.317
H 3.12 1.86 -2.27 0.072
H 4.64 1.28 -1.57 0.260
H 4.22 3.01 -1.51 0.335
```

---

(6)
Density functional theory data (ωB97M-V with the def2-TZVPD basis set) for a molecular structure, C9H7F3LuO5.

HOMO level   -18.2 eV
LUMO energy   -16.35 eV
Charge   +3
M   427.11 g/mol
HOMO-LUMO gap   0.0674 Ha

```
25
Properties=species:S:1:pos:R:3:mulliken_charge:R:1
C 3.47 -0.56 0.99 -0.849
C 3.20 0.70 0.22 0.609
O 4.06 1.28 -0.36 -0.335
O 1.91 1.27 0.20 -0.311
C 1.07 0.57 -0.70 -0.369
C -0.29 1.29 -0.75 -0.992
C -1.32 0.51 -0.03 0.757
C -1.71 -0.76 -0.22 0.655
C -1.24 -1.77 -1.26 0.969
F -2.34 -2.33 -1.72 -0.232
F -0.64 -1.16 -2.23 -0.209
F -0.49 -2.66 -0.71 -0.188
C -2.75 -1.12 0.77 -0.366
O -3.60 -1.94 0.86 -0.219
O -2.58 -0.02 1.79 -0.219
C -2.18 0.94 1.08 0.442
O -2.56 2.16 1.34 -0.618
H 4.45 -0.91 0.73 0.357
H 3.42 -0.40 2.05 0.303
H 2.77 -1.35 0.72 0.290
H 0.96 -0.46 -0.34 0.158
H 1.50 0.50 -1.68 0.428
H -0.14 2.24 -0.24 0.416
H -0.57 1.50 -1.77 0.493
Lu -4.40 2.49 1.28 2.031
```

---

(7)
Density functional theory data (ωB97M-V with the def2-TZVPD basis set) for a molecular structure, C74H86AsN4O5P2SY.

HOMO level   -6.1 eV
LUMO energy   0.39 eV
ΔE to the lowest compared entry with this formula, charge and spin   0.0 kcal per mole
M   1369.37 g/mol
HOMO-LUMO gap   0.2403 Ha

```
174
Properties=species:S:1:pos:R:3:mulliken_charge:R:1
Y 0.67 -0.27 -0.16 -0.688
C -2.42 -2.09 4.29 -1.610
C -1.18 -2.14 3.40 1.340
C -0.31 -3.35 3.74 -1.487
P -1.42 -1.96 1.52 1.249
C -2.38 -3.51 0.97 1.395
C -3.17 -4.36 1.98 -2.006
C -1.33 -4.39 0.27 -1.648
C -2.63 -0.61 1.58 -0.640
C -3.99 -0.86 1.81 -0.657
C -4.87 0.11 2.22 1.216
C -6.33 -0.17 2.40 -1.815
C -4.32 1.36 2.54 -0.933
C -3.01 1.65 2.26 -0.499
C -2.13 0.73 1.62 -0.286
N -0.90 1.06 1.15 1.105
C -0.61 2.40 0.93 -0.300
C -1.55 3.33 0.45 -0.182
C -1.23 4.65 0.23 -1.235
C 0.06 5.12 0.43 0.383
C 0.38 6.58 0.24 -1.636
C 1.02 4.21 0.83 -0.580
C 0.71 2.88 1.09 -0.450
P 1.89 1.70 1.80 1.538
C 1.66 2.35 3.59 0.575
C 2.03 1.31 4.65 -0.986
C 2.33 3.68 3.90 -1.563
C 3.61 2.34 1.35 0.402
C 4.62 1.47 2.11 -1.539
C 3.87 2.21 -0.14 -1.567
H -2.11 -2.00 5.33 0.491
H -3.04 -1.23 4.05 0.302
H -3.02 -2.99 4.21 0.244
H -0.60 -1.23 3.62 -0.468
H -0.87 -4.27 3.64 0.211
H 0.56 -3.39 3.09 0.199
H 0.03 -3.29 4.77 0.479
H -3.11 -3.16 0.23 0.114
H -2.53 -4.79 2.75 0.319
H -3.96 -3.79 2.46 0.312
H -3.64 -5.19 1.45 0.503
H -0.52 -4.60 0.96 0.379
H -1.77 -5.33 -0.06 0.518
H -0.91 -3.88 -0.59 0.182
H -4.36 -1.87 1.66 -0.071
H -6.59 -1.15 2.00 0.394
H -6.61 -0.14 3.45 0.362
H -6.94 0.57 1.88 0.272
H -4.94 2.10 3.03 0.381
H -2.62 2.61 2.55 0.661
H -2.57 3.00 0.28 0.430
H -2.00 5.33 -0.12 0.376
H -0.42 7.20 0.62 0.388
H 1.30 6.84 0.76 0.425
H 0.51 6.81 -0.82 0.238
H 2.05 4.54 0.92 0.634
H 0.57 2.50 3.64 0.297
H 3.09 1.07 4.62 0.203
H 1.79 1.70 5.64 0.529
H 1.46 0.40 4.50 -0.066
H 3.41 3.60 3.88 0.271
H 2.02 4.45 3.20 0.319
H 2.05 4.01 4.90 0.488
H 3.74 3.38 1.66 0.787
H 4.38 0.42 1.98 0.153
H 5.63 1.65 1.74 0.474
H 4.60 1.70 3.17 0.285
H 3.68 1.19 -0.47 -0.020
H 3.21 2.87 -0.71 0.051
H 4.90 2.48 -0.35 0.695
C 6.43 -1.24 -3.36 -0.569
O 6.08 -2.25 -4.28 -0.548
C 5.89 -3.50 -3.70 0.302
C 6.87 -4.47 -3.81 -0.311
C 6.68 -5.71 -3.25 -0.668
C 5.51 -5.99 -2.56 -0.849
C 4.52 -5.04 -2.46 0.039
C 4.69 -3.78 -3.03 -0.462
N 3.69 -2.81 -3.01 0.747
C 3.02 -2.33 -1.88 -1.337
N 3.54 -2.76 -0.72 0.357
C 3.17 -2.55 0.62 -1.408
C 2.17 -1.66 1.04 2.725
C 2.06 -1.56 2.44 0.032
C 2.84 -2.27 3.34 -1.160
C 3.77 -3.19 2.88 -0.825
C 3.94 -3.33 1.52 1.657
O 4.86 -4.20 0.95 -0.453
C 5.15 -5.39 1.66 -0.970
N 2.04 -1.50 -1.99 0.603
C 1.57 -1.27 -3.30 -0.626
C 1.92 -0.13 -4.02 -0.446
C 1.45 0.05 -5.31 -0.951
C 0.68 -0.92 -5.91 -0.988
C 0.34 -2.08 -5.22 -0.668
C 0.78 -2.26 -3.91 0.255
O 0.48 -3.34 -3.13 0.850
C 0.26 -4.57 -3.78 -1.324
H 6.64 -0.35 -3.95 0.278
H 7.32 -1.52 -2.78 0.306
H 5.61 -1.03 -2.66 0.094
H 7.78 -4.22 -4.34 0.474
H 7.44 -6.47 -3.34 0.400
H 5.36 -6.96 -2.12 0.464
H 3.59 -5.26 -1.95 0.522
H 3.69 -2.18 -3.80 0.528
H 4.34 -3.37 -0.79 0.261
H 1.33 -0.88 2.85 -0.885
H 2.71 -2.13 4.40 0.593
H 4.36 -3.77 3.57 0.306
H 5.79 -5.22 2.52 0.284
H 5.67 -6.03 0.94 0.282
H 4.23 -5.88 1.99 0.421
H 2.55 0.60 -3.54 0.586
H 1.71 0.94 -5.86 0.438
H 0.33 -0.79 -6.92 0.452
H -0.24 -2.85 -5.70 0.652
H 0.29 -5.33 -2.99 0.234
H 1.05 -4.78 -4.51 0.409
H -0.72 -4.61 -4.27 0.278
C -3.73 -1.02 -1.53 -0.013
S -2.08 -1.79 -1.66 1.019
O -1.16 -0.66 -1.92 -0.240
C -2.55 -2.54 -3.24 -0.443
C -3.06 -3.83 -3.21 -0.706
C -3.49 -4.43 -4.39 -0.718
C -3.41 -3.73 -5.59 -1.026
C -2.91 -2.44 -5.60 -0.411
C -2.47 -1.84 -4.43 0.582
H -3.93 -0.43 -2.42 0.542
H -3.69 -0.39 -0.64 -1.210
H -4.47 -1.80 -1.41 0.929
H -3.13 -4.36 -2.28 0.339
H -3.89 -5.43 -4.37 0.483
H -3.71 -4.20 -6.51 0.374
H -2.86 -1.88 -6.53 0.580
H -2.07 -0.84 -4.42 -0.153
C -4.64 0.86 -6.53 -0.735
C -5.46 1.09 -5.44 -0.886
C -4.92 1.46 -4.22 -0.198
C -3.55 1.59 -4.07 1.136
C -2.73 1.35 -5.17 -0.388
C -3.27 0.99 -6.39 -0.432
As -2.64 2.10 -2.39 0.849
C -4.18 2.94 -1.52 -0.691
C -5.09 2.35 -0.67 0.087
C -6.03 3.12 0.00 -0.653
C -6.06 4.49 -0.19 -1.221
C -5.16 5.10 -1.05 -0.227
C -4.22 4.33 -1.72 0.359
C -3.19 4.84 -2.63 -0.008
C -3.07 6.16 -3.07 -0.516
C -2.04 6.51 -3.93 -1.032
C -1.14 5.55 -4.37 -0.852
C -1.27 4.24 -3.96 -0.525
C -2.29 3.88 -3.09 0.740
H -5.06 0.57 -7.49 0.414
H -6.54 0.97 -5.54 0.434
H -5.58 1.66 -3.38 0.334
H -1.65 1.43 -5.05 -0.315
H -2.62 0.82 -7.24 0.493
H -5.07 1.27 -0.50 0.283
H -6.73 2.65 0.67 0.376
H -6.79 5.08 0.34 0.398
H -5.20 6.17 -1.18 0.465
H -3.77 6.91 -2.75 0.399
H -1.94 7.54 -4.26 0.398
H -0.34 5.83 -5.05 0.458
H -0.59 3.48 -4.32 0.343
C 0.78 2.17 -2.11 -0.250
O 1.36 1.32 -1.21 1.239
H 1.55 2.73 -2.67 0.177
H 0.13 2.93 -1.64 0.136
H 0.16 1.63 -2.86 -0.539
```

---

(8)
Density functional theory data (ωB97M-V with the def2-TZVPD basis set) for 2 unconnected molecules or ions with the total composition C15H29N2O6.

HOMO level   -2.6 eV
LUMO energy   1.88 eV
Charge   -1
M   333.40 g/mol
HOMO-LUMO gap   0.1643 Ha

```
52
Properties=species:S:1:pos:R:3:mulliken_charge:R:1
C 4.95 0.36 0.59 -0.617
C 4.19 0.63 -0.83 -0.320
C 2.84 1.50 -0.56 -0.715
C 1.66 1.06 -1.56 -0.428
N 0.42 0.72 -0.80 -0.105
C -0.78 1.40 -1.32 -0.905
O -0.56 2.86 -1.25 -0.429
C -0.78 3.21 0.15 0.574
O -0.29 4.19 0.76 -0.571
O -1.64 2.16 0.68 -0.512
C -2.13 1.36 -0.46 2.206
C -2.66 0.01 0.20 -1.022
C -1.93 -1.35 -0.25 -0.279
C -2.96 -2.58 -0.55 -0.673
N -3.66 -3.07 0.68 -0.601
C -3.39 2.06 -1.19 -0.914
O -3.85 3.29 -0.57 -0.351
C -4.66 3.05 0.58 0.705
C -6.00 2.18 0.63 -0.826
O -4.26 3.58 1.67 -0.529
H 6.04 0.67 0.42 0.290
H 4.82 -0.74 0.90 -0.066
H 4.53 1.00 1.44 0.312
H 3.94 -0.40 -1.28 0.289
H 4.91 1.17 -1.54 0.300
H 2.59 1.32 0.55 0.295
H 3.04 2.64 -0.65 0.223
H 1.47 1.81 -2.43 0.242
H 2.01 0.09 -2.09 0.331
H 0.53 0.81 0.22 0.339
H -0.99 1.09 -2.41 0.366
H -3.80 -0.16 0.09 0.116
H -2.50 0.11 1.35 0.244
H -1.27 -1.27 -1.18 0.270
H -1.29 -1.71 0.64 0.251
H -2.27 -3.45 -0.90 0.425
H -3.64 -2.35 -1.44 0.245
H -4.64 -2.75 0.63 0.238
H -3.71 -4.11 0.56 0.254
H -3.04 2.35 -2.26 0.286
H -4.29 1.38 -1.34 0.295
H -6.14 1.59 -0.34 0.263
H -5.94 1.48 1.55 0.233
H -6.89 2.90 0.79 0.325
C 5.67 -4.36 1.37 -1.195
C 4.80 -3.12 1.65 -0.198
O 4.31 -2.69 0.49 -0.830
H 6.50 -4.13 0.70 0.269
H 6.09 -4.75 2.30 0.378
H 5.08 -5.17 0.92 0.245
H 5.47 -2.43 2.23 0.153
H 4.09 -3.44 2.44 0.123
```